This record from OMol25 describes 9 unconnected molecules or ions with the total composition C20H30Cl25IN2O2S in a non-equilibrium geometry. The level of theory is ωB97M-V with the def2-TZVPD basis set.

Last columns: bonded neighbours and bond lengths (Å).
Element x y z (Å)
1 C -1.51 2.07 3.79  C2 1.527, H20 1.090, H21 1.087, H22 1.092
2 C -1.69 3.55 3.51  C1 1.527, C3 1.548, H23 1.092, H24 1.092
3 C -1.65 3.92 2.00  C2 1.548, C4 1.547, H25 1.080, H26 1.092
4 C -3.02 3.57 1.39  C3 1.547, N5 1.475, H27 1.086, H28 1.094
5 N -3.19 3.96 -0.02  C4 1.475, C6 1.470, H29 1.015
6 C -2.82 2.92 -1.00  N5 1.470, O7 1.414, H30 1.092, H31 1.095
7 O -3.46 1.68 -0.79  C6 1.414, C8 1.368
8 C -2.62 0.62 -0.63  O7 1.368, I9 2.227, N10 1.487, C13 1.578
9 I -3.95 -0.97 0.17  C8 2.227
10 N -1.55 0.85 0.37  C8 1.487, C11 1.174
11 C -1.13 -0.07 0.97  N10 1.174, S12 1.549
12 S -0.36 -1.14 1.77  C11 1.549
13 C -2.03 0.06 -1.98  C8 1.578, C14 1.547, O18 1.403, H32 1.088
14 C -0.61 0.58 -2.29  C13 1.547, C15 1.544, H33 1.089, H34 1.088
15 C 0.44 -0.49 -1.92  C14 1.544, C16 1.535, H35 1.089, H36 1.088
16 C 1.70 0.19 -1.38  C15 1.535, Cl17 1.794, H37 1.084, H38 1.086
17 Cl 3.16 -0.83 -1.59  C16 1.794
18 O -2.89 0.45 -3.03  C13 1.403, C19 1.421
19 C -3.78 -0.56 -3.49  O18 1.421, H39 1.092, H40 1.089, H41 1.095
20 H -1.68 1.87 4.85  C1 1.090
21 H -2.18 1.45 3.21  C1 1.087
22 H -0.50 1.75 3.51  C1 1.092
23 H -0.93 4.14 4.02  C2 1.092
24 H -2.65 3.87 3.92  C2 1.092
25 H -0.89 3.36 1.47  C3 1.080
26 H -1.53 5.01 1.94  C3 1.092
27 H -3.25 2.53 1.60  C4 1.086
28 H -3.76 4.15 1.95  C4 1.094
29 H -2.50 4.68 -0.17  N5 1.015
30 H -3.16 3.29 -1.97  C6 1.092
31 H -1.73 2.85 -1.07  C6 1.095
32 H -1.96 -1.02 -1.86  C13 1.088
33 H -0.57 0.72 -3.37  C14 1.089
34 H -0.37 1.54 -1.85  C14 1.088
35 H 0.69 -1.10 -2.79  C15 1.089
36 H 0.07 -1.16 -1.15  C15 1.088
37 H 1.84 1.13 -1.90  C16 1.084
38 H 1.57 0.34 -0.31  C16 1.086
39 H -4.79 -0.14 -3.46  C19 1.092
40 H -3.81 -1.46 -2.88  C19 1.089
41 H -3.55 -0.84 -4.52  C19 1.095
42 C 2.16 -4.02 0.54  Cl43 1.764, Cl44 1.764, Cl45 1.774, H46 1.079
43 Cl 0.94 -3.54 -0.65  C42 1.764
44 Cl 3.19 -2.66 0.99  C42 1.764
45 Cl 1.38 -4.71 1.97  C42 1.774
46 H 2.78 -4.78 0.09  C42 1.079
47 C -0.03 3.01 7.57  Cl48 1.764, Cl49 1.764, Cl50 1.769, H51 1.082
48 Cl 0.14 4.66 6.97  C47 1.764
49 Cl -1.69 2.44 7.34  C47 1.764
50 Cl 1.11 1.93 6.76  C47 1.769
51 H 0.19 3.00 8.62  C47 1.082
52 C 6.28 -1.66 3.44  Cl53 1.765, Cl54 1.765, Cl55 1.766, H56 1.082
53 Cl 5.70 -2.00 5.08  C52 1.765
54 Cl 6.62 -3.16 2.58  C52 1.765
55 Cl 5.11 -0.68 2.56  C52 1.766
56 H 7.20 -1.10 3.52  C52 1.082
57 C -1.91 -0.26 -7.62  Cl58 1.767, Cl59 1.764, Cl60 1.765, H61 1.082
58 Cl -0.58 -1.39 -7.92  C57 1.767
59 Cl -2.06 0.07 -5.90  C57 1.764
60 Cl -1.66 1.24 -8.53  C57 1.765
61 H -2.83 -0.71 -7.97  C57 1.082
62 C 4.22 -8.42 0.36  Cl63 1.767, Cl64 1.765, Cl65 1.763, H66 1.082
63 Cl 2.99 -7.21 0.73  C62 1.767
64 Cl 4.96 -8.12 -1.21  C62 1.765
65 Cl 5.45 -8.46 1.63  C62 1.763
66 H 3.74 -9.39 0.33  C62 1.082
67 C -1.70 -4.77 4.00  Cl68 1.765, Cl69 1.764, Cl70 1.766, H71 1.083
68 Cl -3.18 -5.70 4.18  C67 1.765
69 Cl -1.90 -3.14 4.64  C67 1.764
70 Cl -0.34 -5.58 4.78  C67 1.766
71 H -1.48 -4.69 2.94  C67 1.083
72 C 2.23 -0.47 -10.27  Cl73 1.765, Cl74 1.763, Cl75 1.765, H76 1.082
73 Cl 3.43 -1.77 -10.21  C72 1.765
74 Cl 2.54 0.71 -9.00  C72 1.763
75 Cl 2.22 0.30 -11.86  C72 1.765
76 H 1.26 -0.91 -10.09  C72 1.082
77 C 2.14 4.93 2.91  Cl78 1.761, Cl79 1.765, Cl80 1.767, H81 1.082
78 Cl 1.75 3.99 4.35  C77 1.761
79 Cl 1.50 4.12 1.48  C77 1.765
80 Cl 1.49 6.57 3.04  C77 1.767
81 H 3.22 4.99 2.82  C77 1.082

Properties
F_max = 4.41 eV/Å
structure (SMILES) = CCCCNCO[C@](I)(N=C=S)[C@H](CCCCl)OC.ClC(Cl)Cl.ClC(Cl)Cl.ClC(Cl)Cl.ClC(Cl)Cl.ClC(Cl)Cl.ClC(Cl)Cl.ClC(Cl)Cl.ClC(Cl)Cl
Kohn-Sham gap = 8.57 eV
spin multiplicity = 1
E_HOMO = -8.84 eV
electronic energy = -360295.5082 eV

List of Mulliken charges in e, atom by atom:
1. C -0.470
2. C -0.450
3. C 0.266
4. C -1.052
5. N -0.447
6. C -0.374
7. O -0.279
8. C -0.909
9. I 0.024
10. N 0.625
11. C -0.234
12. S -0.125
13. C 0.594
14. C -1.213
15. C -0.069
16. C -0.390
17. Cl -0.207
18. O -0.360
19. C -0.679
20. H -0.008
21. H 0.202
22. H 0.160
23. H 0.243
24. H 0.310
25. H -0.312
26. H 0.493
27. H 0.395
28. H 0.351
29. H 0.298
30. H 0.334
31. H 0.184
32. H 0.997
33. H 0.243
34. H 0.314
35. H 0.690
36. H -0.406
37. H 0.395
38. H 0.109
39. H 0.274
40. H 0.277
41. H 0.226
42. C -0.188
43. Cl -0.076
44. Cl -0.008
45. Cl -0.065
46. H 0.348
47. C -0.043
48. Cl -0.095
49. Cl -0.124
50. Cl -0.095
51. H 0.370
52. C -0.005
53. Cl -0.122
54. Cl -0.110
55. Cl -0.082
56. H 0.324
57. C 0.012
58. Cl -0.135
59. Cl -0.053
60. Cl -0.127
61. H 0.281
62. C 0.000
63. Cl -0.053
64. Cl -0.130
65. Cl -0.119
66. H 0.311
67. C 0.217
68. Cl -0.136
69. Cl -0.095
70. Cl -0.136
71. H 0.141
72. C 0.265
73. Cl -0.126
74. Cl -0.112
75. Cl -0.127
76. H 0.092
77. C -0.219
78. Cl -0.031
79. Cl -0.061
80. Cl -0.134
81. H 0.429

This record from OMol25 describes a gas-phase ion, C10H18NS (charge +1) in a non-equilibrium geometry. The level of theory is ωB97M-V with the def2-TZVPD basis set.

Last columns: bonded neighbours and bond lengths (Å).
Element x y z (Å)
1 C -1.90 -1.94 -0.31  C2 1.497, C3 1.588, H13 1.140, H14 1.141
2 C -1.69 -0.83 -1.29  C1 1.497, C8 1.530, H15 1.058, H16 1.102
3 C -2.40 -0.85 0.73  C1 1.588, C8 1.573, H17 1.079, H18 1.140
4 C 1.65 0.66 -1.75  C5 1.503, C9 1.512, H19 1.191, H20 1.103
5 C 2.33 1.21 -0.53  C4 1.503, C9 1.481, H21 1.132, H22 1.120
6 C -1.75 1.70 -0.05  C8 1.553, N11 1.570, H23 1.131, H24 1.086
7 C -0.10 0.44 0.45  C8 1.588, C9 1.761, N11 1.513, H25 1.109
8 C -1.55 0.16 -0.13  C2 1.530, C3 1.573, C6 1.553, C7 1.588
9 C 1.40 0.07 -0.38  C4 1.512, C5 1.481, C7 1.761, S12 1.785
10 C 2.75 -1.46 1.56  S12 1.877, H26 1.113, H27 1.086, H28 1.101
11 N -0.37 1.92 0.64  C6 1.570, C7 1.513, H29 1.016, H30 0.990
12 S 1.85 -1.63 -0.08  C9 1.785, C10 1.877
13 H -2.75 -2.69 -0.36  C1 1.140
14 H -0.93 -2.46 -0.01  C1 1.141
15 H -0.78 -0.83 -1.83  C2 1.058
16 H -2.48 -0.53 -2.01  C2 1.102
17 H -3.42 -0.65 0.43  C3 1.079
18 H -2.25 -0.94 1.85  C3 1.140
19 H 0.77 1.24 -2.30  C4 1.191
20 H 2.26 -0.04 -2.34  C4 1.103
21 H 3.41 1.00 -0.26  C5 1.132
22 H 1.95 2.15 -0.03  C5 1.120
23 H -1.71 2.14 -1.10  C6 1.131
24 H -2.57 1.96 0.61  C6 1.086
25 H 0.04 0.05 1.48  C7 1.109
26 H 2.18 -2.13 2.23  C10 1.113
27 H 2.81 -0.43 1.88  C10 1.086
28 H 3.71 -1.96 1.36  C10 1.101
29 H 0.13 2.49 -0.04  N11 1.016
30 H -0.58 2.17 1.58  N11 0.990

Properties
F_max = 4.14 eV/Å
structure (SMILES) = CSC1([C@H]2[NH2+]CC23CCC3)CC1
Kohn-Sham gap = 8.92 eV
spin multiplicity = 1
energy relative to the best compared isomer or geometry (same formula, charge and spin) = 61.3 kcal/mol
E_HOMO = -12.10 eV
electronic energy = -22976.8248 eV
total charge = +1

List of Mulliken charges in e, atom by atom:
1. C -0.352
2. C -0.831
3. C -0.868
4. C -0.486
5. C -0.625
6. C -1.015
7. C -0.937
8. C 1.275
9. C 0.374
10. C -0.927
11. N -0.050
12. S -0.018
13. H 0.350
14. H 0.116
15. H 0.297
16. H 0.323
17. H 0.384
18. H 0.282
19. H 0.130
20. H 0.333
21. H 0.302
22. H 0.095
23. H 0.335
24. H 0.410
25. H 0.428
26. H 0.287
27. H 0.356
28. H 0.357
29. H 0.337
30. H 0.337